Entry 1:
C49H56F4N5OP2SY | ωB97M-V with the def2-TZVPD basis set

The geometry in XYZ format:
```
119
Properties=species:S:1:pos:R:3:mulliken_charge:R:1
Y -1.19037 -0.73519 0.36640 -0.550
C -5.13105 -0.13070 -1.83240 -1.856
C -3.83401 -0.60429 -1.17613 -0.635
N -2.99779 0.45074 -0.58729 2.355
C -2.49169 1.44220 -1.54647 -0.087
C -1.68507 0.86466 -2.64712 -0.740
C -3.61965 1.13290 0.56210 -0.318
C -4.00242 0.19366 1.70816 -1.664
N -2.87197 -0.67729 1.99853 -0.568
C -3.11597 -1.76807 2.75798 0.461
C -2.21005 -2.80363 2.53562 -0.298
F -1.28412 -2.53719 1.59290 0.688
C -2.26559 -4.01008 3.20831 -0.366
F -1.38598 -4.98271 2.95352 -0.398
C -3.25331 -4.22521 4.15485 -0.713
C -4.16747 -3.21156 4.39992 0.174
F -5.12286 -3.41478 5.31867 -0.346
C -4.10958 -2.00049 3.71914 0.497
F -5.02272 -1.05888 4.02345 -0.336
H -5.66908 -0.98990 -2.24101 0.490
H -4.94051 0.55868 -2.65906 0.282
H -5.79594 0.36063 -1.11580 0.323
H -3.25754 -1.15530 -1.91364 0.211
H -4.07701 -1.36263 -0.42920 0.279
H -1.84159 2.14192 -1.00976 -1.503
H -3.30961 2.04144 -1.97639 0.638
H -0.91352 0.23608 -2.25314 -1.653
H -1.21269 1.66502 -3.22123 0.684
H -2.29575 0.28206 -3.34182 0.304
H -4.49891 1.71217 0.25024 0.489
H -2.90482 1.85778 0.96723 0.095
H -4.90934 -0.35501 1.42227 0.474
H -4.27338 0.81780 2.56877 0.547
H -3.31157 -5.16191 4.69000 0.501
C 2.08809 -2.18883 -1.42948 -1.998
N 2.69385 -1.29949 -0.40875 0.824
C 2.66932 -1.86967 0.96314 -2.050
P 1.21082 -1.12260 1.82032 2.140
C 0.96675 -2.23246 3.25002 0.566
C 0.73344 -1.73704 4.53921 -0.726
C 0.53521 -2.59174 5.61851 -0.850
C 0.53554 -3.96533 5.42729 -0.568
C 0.71718 -4.47738 4.15188 -0.694
C 0.91846 -3.61706 3.07303 -0.548
C 1.92863 0.39068 2.57460 -0.241
C 1.47603 1.64000 2.19127 0.876
C 2.01157 2.80566 2.73653 -0.515
C 3.02020 2.73041 3.68344 -0.824
C 3.49230 1.48910 4.08250 -0.875
C 2.95288 0.33113 3.53296 -0.095
C 3.85016 -0.57431 -0.77557 1.680
C 4.63257 0.10751 0.17044 -0.124
C 5.77323 0.83473 -0.17122 -1.027
C 6.16830 0.93320 -1.49512 -0.521
C 5.39671 0.31744 -2.46716 -0.996
C 4.25903 -0.40802 -2.10988 -0.722
P 0.43248 -1.49775 -1.85263 3.791
C -0.30536 -2.89804 -2.83275 0.382
C -1.60434 -3.35931 -2.54823 -0.597
C -2.15430 -4.43460 -3.25801 -0.721
C -1.42073 -5.06409 -4.25711 -0.449
C -0.13604 -4.62309 -4.54852 -0.870
C 0.41656 -3.55626 -3.84159 -0.119
C 0.76528 -0.21851 -3.11515 0.186
C 0.35165 -0.34618 -4.44904 -0.651
C 0.58494 0.65537 -5.38355 -1.035
C 1.22607 1.82009 -5.00454 -0.842
C 1.61558 1.98200 -3.68410 -0.932
C 1.37011 0.97436 -2.74851 1.316
H 1.92170 -3.18196 -0.99860 0.510
H 2.71428 -2.38082 -2.30111 0.928
H 3.59234 -1.73248 1.52868 0.758
H 2.55346 -2.95428 0.89335 0.616
H 0.69195 -0.66801 4.72481 0.442
H 0.36957 -2.17993 6.60831 0.407
H 0.37402 -4.63352 6.26628 0.407
H 0.68746 -5.54763 3.98919 0.406
H 1.01534 -4.05760 2.08531 0.180
H 0.70662 1.72587 1.45595 -1.141
H 1.63726 3.77260 2.41314 0.535
H 3.43903 3.63725 4.10712 0.415
H 4.28350 1.42076 4.82123 0.417
H 3.34543 -0.62779 3.85977 0.525
H 4.36703 0.11848 1.21908 0.032
H 6.33992 1.33557 0.60632 0.444
H 7.04993 1.50211 -1.76784 0.392
H 5.66371 0.41026 -3.51426 0.424
H 3.68853 -0.80867 -2.93858 0.081
H -2.22291 -2.83493 -1.68602 -0.494
H -3.15681 -4.77929 -3.02128 0.454
H -1.84916 -5.89792 -4.80728 0.388
H 0.43879 -5.10876 -5.33050 0.409
H 1.42001 -3.23084 -4.10651 0.282
H -0.18492 -1.22636 -4.78590 0.470
H 0.25194 0.52568 -6.40793 0.360
H 1.40951 2.60607 -5.72941 0.414
H 2.10400 2.88748 -3.37579 0.283
H 1.66913 1.13432 -1.72137 -0.546
O -1.79051 -1.97059 -1.02504 -0.532
C 2.42233 5.59705 -0.10708 -1.190
C 2.02040 4.72725 -1.28847 -1.053
N 1.30778 3.53224 -0.86292 0.444
C 0.00872 3.38687 -0.51840 -0.957
S -0.53426 1.88414 -0.00570 2.151
N -0.75286 4.50208 -0.61610 -0.035
C -2.15108 4.64803 -0.22910 -0.010
C -2.28463 5.07550 1.22346 -1.194
H 2.97982 6.47193 -0.45036 0.438
H 3.05454 5.03868 0.58786 0.288
H 1.54816 5.94651 0.44902 0.280
H 2.91193 4.39420 -1.82276 0.509
H 1.39975 5.29148 -1.99130 0.559
H 1.85138 2.69241 -0.75103 0.177
H -0.28208 5.35871 -0.85752 0.317
H -2.69300 3.71921 -0.40570 -0.161
H -2.58027 5.41323 -0.88082 0.574
H -1.85396 4.33131 1.89843 0.195
H -3.33655 5.20900 1.48652 0.402
H -1.76553 6.02222 1.39904 0.369
```

Its net charge is 0. The relative energy (zero: lowest compared OMol25 entry of this formula, charge and spin) comes out at 603.2 kJ/mol. For the HOMO energy, the calculation gives -5.596 eV. The HOMO-LUMO gap comes out at 5.61 eV. The energy is -3768.2983 Eh.

***

Entry 2:
C7H14O | ωB97M-V with the def2-TZVPD basis set

The geometry in XYZ format:
```
22
Properties=species:S:1:pos:R:3:lowdin_spin:R:1
C 0.40330 1.39019 2.18945 0.015
C 0.28968 1.38162 0.71221 0.033
C -0.19870 0.09696 0.16803 0.271
C -1.44488 -0.40507 0.32106 0.420
C 0.80731 -0.46039 -0.84052 0.035
C 1.18034 -1.92970 -0.83885 0.040
C 1.45868 -2.81704 0.16542 0.081
H -0.35191 0.81513 2.61985 0.003
H 1.42709 0.98831 2.55878 0.001
H 0.32822 2.43479 2.65854 0.001
H 1.32576 1.62492 0.46928 0.000
H -0.21596 2.19033 0.29675 0.014
H -1.82449 -1.42336 -0.03737 0.009
H -2.11604 0.35063 0.85143 0.010
H 1.82001 0.01648 -0.60183 0.012
H 0.44987 -0.12193 -1.82762 0.017
H 1.18552 -2.32995 -1.83307 0.001
H 1.74904 -3.74062 -0.16158 0.005
H 1.41111 -2.61918 1.21696 0.002
H -1.43269 2.46813 -1.63361 0.001
H -1.73759 1.14020 -2.18955 0.000
O -2.12406 1.83334 -1.70596 0.029
```

Its net charge is +1. The relative energy (zero: lowest compared OMol25 entry of this formula, charge and spin) comes out at 241.9 kJ/mol. For the HOMO energy (spin up / spin down), the calculation gives -14.207 / -13.864 eV. The HOMO-LUMO gap (spin up / spin down) comes out at 9.84 / 5.34 eV. As for the spin multiplicity: 2. The expectation value of S² is 0.756. The energy is -349.9251 Eh.

***

Entry 3:
C3H7I2N2 | ωB97M-V with the def2-TZVPD basis set

The geometry in XYZ format:
```
14
Properties=species:S:1:pos:R:3:nbo_charge:R:1
C -0.38633 -0.73479 1.38890 0.711
C -0.52671 -0.27854 0.09592 -0.797
C 2.26145 1.05935 -2.35060 -0.459
N 1.82006 0.92314 -0.97477 -0.814
N -0.24158 -1.20536 2.44496 -0.467
I 3.24881 1.34885 0.32969 0.841
I 4.48346 -1.18241 0.23576 -0.136
H -0.57958 -1.12242 -0.49052 0.300
H -1.50741 0.42324 -0.08364 0.327
H 0.35536 0.26228 -0.09528 0.356
H 2.67567 2.13394 -2.55000 0.196
H 2.99019 0.32223 -2.54702 0.202
H 1.38659 0.93816 -2.95715 0.221
H -0.11301 -1.60099 3.40581 0.518
```

Its net charge is +1. The relative energy (zero: lowest compared OMol25 entry of this formula, charge and spin) comes out at 328.5 kJ/mol. For the HOMO energy (spin up / spin down), the calculation gives -11.934 / -11.819 eV. The HOMO-LUMO gap (spin up / spin down) comes out at 6.65 / 6.53 eV. The energy is -822.9838 Eh.